This record from the OMol25 dataset describes a structure of composition C34H44AuN4Si. The level of theory is ωB97M-V/def2-TZVPD.

CARTESIAN COORDINATES (ANGSTROEM)
Au1 -0.51336 -1.28598 0.57868
N1 -0.74960 -1.80480 2.81933
C1 -2.15435 -1.72776 3.29386
C2 -2.96991 -2.95033 2.88692
C3 -3.34678 -3.03276 1.41528
N2 -2.16826 -3.24451 0.55526
H1 -0.39871 -2.74601 2.96774
H2 -0.16572 -1.19995 3.38720
H3 -2.60030 -0.82447 2.87456
H4 -2.17905 -1.64347 4.38229
H5 -3.89393 -2.93285 3.46625
H6 -2.43609 -3.86207 3.18286
H7 -3.81788 -2.09733 1.11222
H8 -4.08379 -3.83083 1.28711
H9 -2.45014 -3.36819 -0.41094
H10 -1.68470 -4.09498 0.82576
C4 -0.24251 -1.20950 -1.49971
Si1 1.39882 -0.42614 -1.89101
C5 2.54953 -1.25407 -0.63245
N3 2.02704 -1.13718 0.73936
C6 2.26029 0.23030 1.28274
C7 2.71240 0.21739 2.73527
C8 4.01485 -0.57675 2.90464
C9 3.99759 -1.87513 2.06891
C10 2.57313 -2.18393 1.62417
C11 1.36109 1.43244 -1.70790
C12 2.55160 2.16493 -1.73742
C13 2.54240 3.55032 -1.69498
C14 1.33308 4.23214 -1.63542
C15 0.14110 3.52343 -1.61233
C16 0.15665 2.13505 -1.64302
C17 1.95412 -0.85731 -3.62742
C18 1.95282 0.10004 -4.64431
C19 2.29294 -0.24135 -5.94626
C20 2.64339 -1.54796 -6.25272
C21 2.65334 -2.51391 -5.25557
C22 2.30941 -2.16913 -3.95750
H11 -0.23895 -2.26215 -1.80450
H12 -1.07008 -0.71432 -2.01221
H13 3.57921 -0.87698 -0.70133
H14 2.58371 -2.31520 -0.89818
H15 1.35446 0.82565 1.16530
H16 3.03718 0.72392 0.68886
H17 1.92447 -0.19428 3.37513
H18 2.86373 1.24913 3.05462
H19 4.16872 -0.80266 3.96042
H20 4.85179 0.05026 2.59380
H21 4.39256 -2.71743 2.63752
H22 4.62702 -1.76953 1.18371
H23 1.94113 -2.26132 2.50905
H24 2.50930 -3.13715 1.09897
H25 3.50241 1.64463 -1.80808
H26 3.47476 4.09982 -1.71924
H27 1.32097 5.31417 -1.61705
H28 -0.80041 4.05787 -1.57921
H29 -0.78162 1.58903 -1.62331
H30 1.68529 1.12579 -4.41682
H31 2.28875 0.51423 -6.72139
H32 2.90945 -1.81518 -7.26719
H33 2.93051 -3.53401 -5.48907
H34 2.31668 -2.93670 -3.18949
C23 -0.30253 4.08825 2.54011
C24 -1.17304 4.26658 1.47155
C25 -1.77079 3.18159 0.86174
C26 -1.51670 1.86958 1.31540
C27 -0.57996 1.71149 2.35352
C28 -0.00006 2.80005 2.96981
N4 -2.06107 0.73699 0.75595
C29 -3.29175 0.75853 0.15988
C30 -3.58136 -0.23478 -0.80012
C31 -4.78324 -0.24961 -1.47301
C32 -5.76603 0.69101 -1.17453
C33 -5.53713 1.62486 -0.16870
C34 -4.32727 1.66561 0.49328
H35 0.15472 4.94195 3.02149
H36 -1.37599 5.26250 1.10016
H37 -2.38918 3.33009 -0.01241
H38 -0.34564 0.70550 2.67196
H39 0.69960 2.64832 3.78165
H40 -2.81047 -0.96331 -1.01491
H41 -4.96279 -0.99725 -2.23479
H42 -6.70918 0.68364 -1.70363
H43 -6.31856 2.32038 0.10797
H44 -4.19307 2.35302 1.31583

**⟨S²⟩**: 2.05
**2S+1**: 3
**HOMO level (alpha / beta)**: -9.93 / -11.03 eV
**Energy relative to the best compared isomer or geometry (same formula, charge and spin)**: 1.5 kcal per mole
**Net charge**: +1

***

This record from the OMol25 dataset describes a structure of composition C34H44BBrN13O2PPt. The level of theory is ωB97M-V/def2-TZVPD.

CARTESIAN COORDINATES (ANGSTROEM)
Pt1 -0.14996 0.37638 0.19546
C1 -3.27598 0.79601 -1.89490
C2 -1.96980 0.29358 -2.40939
C3 -1.78228 -0.16511 -3.71552
C4 -0.48165 -0.58967 -3.79481
N1 0.12536 -0.37972 -2.60704
N2 -0.80102 0.18134 -1.75298
B1 1.06963 -1.47739 -1.97654
N3 0.16359 -2.26364 -0.97861
C5 -0.30630 -3.51502 -1.07555
C6 -1.15573 -3.75837 -0.01782
C7 -1.20123 -2.57759 0.71776
C8 -1.96026 -2.34557 1.97704
N4 -0.39758 -1.67925 0.12182
N5 2.16085 -0.72863 -1.17485
C9 3.49048 -0.84875 -1.20638
C10 4.02281 -0.03185 -0.22519
C11 2.93980 0.57748 0.39946
C12 3.00346 1.51908 1.55860
N6 1.81449 0.15098 -0.21724
N7 1.73267 -2.35337 -2.97529
C13 2.40916 -3.52772 -2.77980
C14 3.24800 -3.70709 -3.83844
C15 3.06044 -2.56499 -4.65977
C16 3.73164 -2.24953 -5.95528
N8 2.17151 -1.74875 -4.12563
H1 -3.98338 0.78614 -2.72116
H2 -3.22857 1.81670 -1.52216
H3 -3.66374 0.13784 -1.11718
H4 -2.52883 -0.17762 -4.49136
H5 0.08361 -1.04439 -4.59230
H6 -0.01348 -4.15095 -1.89399
H7 -1.68455 -4.67015 0.20099
H8 -2.56587 -3.22206 2.19301
H9 -2.60894 -1.48111 1.88680
H10 -1.29118 -2.18644 2.82524
H11 3.96370 -1.50158 -1.92377
H12 5.06399 0.10917 0.01069
H13 3.90854 2.12170 1.48653
H14 3.05507 0.97905 2.50505
H15 2.13722 2.18072 1.61485
H16 2.25191 -4.14515 -1.91019
H17 3.89738 -4.54588 -4.02269
H18 4.27431 -3.11533 -6.32690
H19 4.44259 -1.43188 -5.83392
H20 3.00230 -1.95137 -6.70650
Br1 -6.43085 -0.63168 3.93242
C17 -5.73061 0.74565 2.87045
C18 -6.47700 1.90216 2.63543
N9 -6.02692 2.91154 1.89978
C19 -4.81776 2.81333 1.36899
C20 -4.00228 1.69666 1.53891
C21 -4.47542 0.63778 2.31256
C22 -2.67354 1.68650 0.90309
O1 -2.04421 0.54169 0.88964
O2 -2.19143 2.71657 0.41964
H21 -7.46737 2.00819 3.06232
H22 -4.47779 3.65379 0.77587
H23 -3.87640 -0.24143 2.49492
C23 -0.39424 5.59171 -1.43059
N10 -0.29372 4.49063 -2.50599
C24 1.15633 4.42692 -3.01519
N11 2.03568 4.21808 -1.92142
C25 1.92027 5.30685 -0.95537
N12 0.56719 5.36996 -0.40801
C26 0.25333 4.27196 0.49071
P1 0.27466 2.68833 -0.47610
C27 -0.72094 3.15211 -1.97729
C28 1.94283 2.89879 -1.30136
H24 -1.41234 5.57000 -1.04400
H25 -0.20397 6.53491 -1.94172
H26 -0.90970 4.73518 -3.28582
H27 1.36126 5.37948 -3.50269
H28 1.20552 3.61761 -3.74318
H29 2.14884 6.24983 -1.45206
H30 2.63438 5.16156 -0.14690
H31 -0.71647 4.41080 0.95676
H32 1.02276 4.22182 1.26288
H33 -1.77353 3.20255 -1.70954
H34 -0.55970 2.42010 -2.76768
H35 2.09053 2.11397 -2.04521
H36 2.74420 2.81905 -0.57016
C29 -0.60064 2.34906 3.13220
C30 -0.03629 0.99159 3.22938
C31 0.29429 0.36946 4.47010
C32 0.95419 -0.77832 4.17523
C33 1.02114 -0.87802 2.74647
C34 1.73407 -1.99136 2.07851
N13 0.39057 0.20680 2.19113
H37 -1.39252 2.47837 3.87148
H38 -0.97696 2.60659 2.15110
H39 0.18391 3.06672 3.40314
H40 0.07274 0.78398 5.44117
H41 1.38141 -1.50085 4.85318
H42 2.65785 -2.18224 2.62833
H43 1.96627 -1.82621 1.03374
H44 1.14063 -2.90802 2.15730

**⟨S²⟩**: 0.76
**2S+1**: 2
**HOMO level (alpha / beta)**: -15.57 / -15.57 eV
**Energy relative to the best compared isomer or geometry (same formula, charge and spin)**: 0.0 kcal per mole
**Net charge**: +3

***

This record from the OMol25 dataset describes a cluster of 8 separate species, C34H44BI2N8O4S in total. The level of theory is ωB97M-V/def2-TZVPD.

CARTESIAN COORDINATES (ANGSTROEM)
C1 -0.00347 -1.72601 0.00301
C2 1.11561 -0.60363 0.28210
B1 0.57838 0.89447 -0.02261
O1 1.30031 1.61751 -0.98656
C3 -0.74835 1.54650 0.69027
I1 -0.88120 0.57688 2.66280
C4 -0.52409 3.08890 0.99186
O2 0.64036 3.56204 1.08975
O3 -1.51858 3.90206 1.20095
N1 -1.90418 1.22506 -0.22630
S1 -2.08182 2.34664 -1.51549
C5 -3.17668 0.97977 0.49044
C6 -4.40380 1.13696 -0.52476
O4 -5.22175 1.97106 -0.35110
I2 -4.59761 -0.24528 -2.23194
H1 -0.29028 -2.23216 0.96857
H2 -0.92197 -1.21715 -0.39491
H3 0.34842 -2.52613 -0.69247
H4 1.97144 -0.86701 -0.41189
H5 1.51314 -0.73478 1.31841
H6 2.17003 1.21593 -1.14359
H7 -1.57446 1.80585 -2.68182
H8 -3.27021 -0.07257 0.88650
H9 -3.33572 1.76294 1.27345
N2 0.38999 5.72297 -1.48580
C7 1.61283 5.19307 -1.77466
C8 2.02567 5.70615 -2.98096
C9 1.00937 6.58556 -3.43311
C10 0.01447 6.57523 -2.48688
H10 -0.15558 5.51474 -0.65838
H11 2.08282 4.49598 -1.09959
H12 2.95429 5.47543 -3.48081
H13 1.00645 7.16027 -4.34688
H14 -0.92681 7.09915 -2.44124
N3 -1.56772 -4.53698 2.70969
C11 -2.91300 -4.30875 2.59657
C12 -3.47981 -5.40856 2.00859
C13 -2.43970 -6.34048 1.76199
C14 -1.27240 -5.77590 2.20784
H15 -0.90032 -3.89416 3.10082
H16 -3.34760 -3.38334 2.94215
H17 -4.52777 -5.53059 1.78089
H18 -2.53617 -7.31457 1.30894
H19 -0.25988 -6.14609 2.21003
N4 2.96203 0.04124 -3.82381
C15 2.57416 -1.26519 -3.70414
C16 3.59592 -2.05420 -4.16772
C17 4.64361 -1.19012 -4.57788
C18 4.22381 0.09588 -4.35064
H20 2.40491 0.83922 -3.56337
H21 1.60642 -1.51952 -3.30172
H22 3.59197 -3.13215 -4.20664
H23 5.59745 -1.47838 -4.99169
H24 4.71191 1.04316 -4.51849
N5 -6.70458 -3.51703 2.03448
C19 -7.62193 -3.38599 1.03269
C20 -8.68802 -4.19750 1.32269
C21 -8.40322 -4.84087 2.55539
C22 -7.17293 -4.39897 2.97095
H25 -5.82112 -3.03878 2.07647
H26 -7.43526 -2.72726 0.19956
H27 -9.57377 -4.31552 0.71851
H28 -9.02899 -5.54740 3.07798
H29 -6.59151 -4.63565 3.84767
N6 -2.19180 -2.38240 6.05114
C23 -3.26446 -2.14272 6.86701
C24 -3.12029 -0.88544 7.39553
C25 -1.91715 -0.34258 6.87469
C26 -1.36833 -1.28692 6.04718
H30 -2.03390 -3.23054 5.53469
H31 -4.03407 -2.88584 7.00112
H32 -3.80378 -0.40741 8.07949
H33 -1.50167 0.63083 7.08266
H34 -0.46504 -1.27630 5.45738
N7 5.81150 1.69369 -7.37319
C27 6.81137 0.76440 -7.46482
C28 7.90670 1.37494 -8.01975
C29 7.55589 2.72702 -8.26737
C30 6.25876 2.89385 -7.85555
H35 4.89058 1.52112 -7.00680
H36 6.65641 -0.24832 -7.12932
H37 8.85519 0.90341 -8.22400
H38 8.18376 3.49125 -8.69803
H39 5.61652 3.75974 -7.86491
N8 4.25317 2.70472 2.96465
C31 4.32291 2.00905 4.14261
C32 3.14876 1.31566 4.29091
C33 2.34093 1.59937 3.15605
C34 3.05066 2.45651 2.35568
H40 4.97247 3.30490 2.60240
H41 5.19770 2.06924 4.77081
H42 2.89678 0.67417 5.12204
H43 1.34437 1.21185 2.95303
H44 2.80259 2.91077 1.41050

**HOMO level**: -5.37 eV
**Net charge**: -1

***

F_max: 0.5 0.4 4.7 (eV Å⁻¹)
DFT total energy: -53496.4036 -142671.2620 -83795.4727 (eV)